No. 1
{
  "formula": "C26H34FeIN5O3",
  "method": "ωB97M-V/def2-TZVPD",
  "species": ["I", "Fe", "O", "O", "O", "N", "N", "N", "N", "N", "C", "C", "C", "C", "C", "C", "C", "C", "C", "C", "C", "C", "C", "C", "C", "C", "C", "C", "C", "C", "C", "C", "C", "C", "C", "C", "H", "H", "H", "H", "H", "H", "H", "H", "H", "H", "H", "H", "H", "H", "H", "H", "H", "H", "H", "H", "H", "H", "H", "H", "H", "H", "H", "H", "H", "H", "H", "H", "H", "H"],
  "positions_angstrom": [[0.3559, 0.3977, -6.6745], [-0.1250, -0.3603, -0.3324], [-0.1829, 1.4469, -0.5118], [1.0980, 1.0328, 1.8731], [-2.0035, -0.2064, -0.5123], [-0.7152, -0.8895, 1.6156], [1.8368, -0.2910, -0.9140], [-0.3796, -0.2443, -2.5546], [-1.6183, -0.0755, -3.0104], [-0.1574, -2.7815, -0.5101], [-1.7570, -0.5337, 2.2618], [-0.3382, 0.1340, -4.7630], [2.4042, 2.7185, 3.0562], [-5.0474, 1.1677, 1.9357], [-1.6466, 0.1552, -4.3304], [-2.9430, 0.2594, 0.2942], [1.2693, 4.7236, -0.2746], [-5.0902, 1.3391, 0.5459], [2.5357, 0.7885, -0.9691], [-4.0639, 0.8964, -0.2593], [2.6336, 4.4631, -0.4913], [0.4161, -0.1140, -3.6098], [-0.0227, -3.1676, 1.9765], [2.3089, -2.6472, -0.3255], [-1.0614, -3.0072, -1.6570], [0.2686, -1.6959, 2.3141], [0.7368, 2.3818, -0.5049], [2.0916, 2.1194, -0.7260], [-2.8846, 0.1265, 1.6824], [3.0280, 3.1719, -0.7271], [-3.9418, 0.5731, 2.4914], [2.5375, -1.5199, -1.3063], [-0.8176, -3.3292, 0.6856], [0.3377, 3.7115, -0.2887], [2.2035, 1.2498, 2.7560], [1.1285, -3.4984, -0.7275], [-1.0326, -4.3961, 0.5449], [-5.8695, 1.4948, 2.5558], [1.2438, -1.3672, 1.9735], [2.1379, -2.2236, 0.6598], [0.9188, -3.7195, 1.9699], [2.1499, -1.8068, -2.2887], [-0.5972, -2.6624, -2.5757], [-5.9412, 1.8333, 0.0952], [1.5572, 3.1214, 3.6167], [0.2433, -1.5585, 3.3982], [-1.7760, -2.8193, 0.7699], [0.9406, 5.7383, -0.0883], [3.2033, -3.2688, -0.2491], [-2.5653, 0.3114, -4.8699], [0.3639, 1.5917, 2.1533], [-0.7168, 3.9045, -0.1383], [-1.2897, -4.0747, -1.7522], [-2.3420, -0.0766, -2.2984], [-4.0985, 1.0471, -1.3314], [3.3016, 2.8634, 3.6591], [1.4862, -0.1976, -3.5197], [-1.8119, -0.7699, 3.3278], [3.6049, -1.3253, -1.4262], [2.5131, 3.2878, 2.1319], [-3.8686, 0.4484, 3.5660], [3.0748, 0.8367, 2.2441], [1.1386, -4.4344, -0.1632], [4.0732, 2.9442, -0.9053], [1.1994, -3.7782, -1.7795], [3.3559, 5.2667, -0.4779], [-0.6445, -3.6223, 2.7507], [2.0535, 0.6842, 3.6819], [-1.9891, -2.4617, -1.4975], [3.5883, 0.6935, -1.2452]],
  "relative_energy_kcal_mol": 26.9,
  "e_tot_ha": -3071.83408,
  "lumo_energy_ev": [-3.5364, -3.0931],
  "homo_ev": [-10.75, -10.82],
  "molar_mass_g_mol": 647.3,
  "largest_force_ha_per_bohr": 0.033,
  "multiplicity": 2,
  "gap_ev": [7.21, 7.72],
  "total_charge": 1
}

No. 2
{
  "formula": "C26H34GaNO",
  "method": "ωB97M-V/def2-TZVPD",
  "species": ["Ga", "O", "N", "C", "C", "C", "C", "C", "C", "C", "C", "C", "C", "C", "C", "C", "C", "C", "C", "C", "C", "C", "C", "C", "C", "C", "C", "C", "C", "H", "H", "H", "H", "H", "H", "H", "H", "H", "H", "H", "H", "H", "H", "H", "H", "H", "H", "H", "H", "H", "H", "H", "H", "H", "H", "H", "H", "H", "H", "H", "H", "H", "H"],
  "positions_angstrom": [[-2.9700, 0.9318, 0.0033], [-3.2568, 1.6832, -2.5567], [-1.6032, 1.5298, -4.3391], [2.1547, 0.0779, -1.6061], [1.0715, 0.5345, -5.3218], [-3.4066, -1.3153, -2.3864], [-1.4631, -1.6780, -0.8783], [-1.2309, -1.9277, -3.3870], [3.4984, 0.7441, -5.2669], [-1.4180, -2.0626, 1.3870], [-2.1713, 1.2456, -3.0620], [1.7918, 1.3304, -1.0381], [3.3700, 1.9672, -4.6035], [2.8186, 0.0763, 0.6002], [-0.2182, -2.2633, -0.5678], [0.9465, 1.7710, -4.6745], [-1.3300, 1.4945, 1.1402], [-0.6786, 2.8052, 3.3532], [-2.2427, 0.8733, 3.3850], [-1.8855, -1.1812, -2.2296], [-0.4120, 2.3757, -4.3210], [2.1039, 2.4937, -4.3381], [-2.2932, -1.6927, 0.3079], [-1.2855, 0.2600, -2.3594], [-0.1883, -2.4674, 0.8381], [2.3523, 0.0304, -5.6241], [-1.7433, 2.0426, 2.5399], [2.7808, -0.7012, -0.5896], [2.2206, 1.3387, 0.3204], [-1.7209, -1.6650, -4.3351], [-0.2455, 3.6521, 2.8174], [-0.6130, 3.2234, -5.0006], [-3.3916, -1.7916, 0.3104], [-2.5622, 2.7610, 2.3752], [-3.0272, 0.2666, 2.9075], [-1.1590, 3.1991, 4.2585], [2.1166, 2.1667, 1.0066], [-0.9015, 2.2864, 0.5024], [4.2522, 2.5293, -4.3067], [3.1413, -1.7129, -0.7061], [-1.3541, -2.9941, -3.2147], [-1.4050, 0.1973, 3.5806], [-4.0168, -0.5827, -1.8432], [2.0176, -0.2217, -2.6329], [0.1651, -0.0151, -5.6085], [3.2442, -0.2284, 1.5425], [-3.6739, -1.2500, -3.4455], [0.5395, -2.5630, -1.3019], [1.3347, 2.1540, -1.5686], [1.9875, 3.4701, -3.8532], [0.6372, -2.8876, 1.3846], [4.4879, 0.3611, -5.5215], [-0.3844, 2.7531, -3.2854], [2.4333, -0.9109, -6.1710], [-3.7095, -2.3083, -2.0411], [-0.9949, 0.6704, -1.3255], [-0.3222, 0.2606, -2.9191], [-2.2391, 1.7794, -5.0828], [-0.5975, 0.6743, 1.2977], [-1.6644, -2.0557, 2.4485], [0.1374, 2.1498, 3.6633], [-2.5999, 1.2428, 4.3533], [-0.1675, -1.6815, -3.4878]],
  "e_tot_ha": -3065.67477,
  "lumo_energy_ev": [-1.5337, -1.6929],
  "homo_ev": [-6.87, -6.74],
  "molar_mass_g_mol": 446.3,
  "largest_force_ha_per_bohr": 0.076,
  "multiplicity": 1,
  "gap_ev": [5.33, 5.04]
}

Question: Number 1 is which compound?
Answer: C26H34FeIN5O3